Below is a molecular structure, C28H35AlBBr2N6O, with properties calculated with wB97M-V/def2-TZVPD.

Summary:
* frontier orbital gap: 0.2493 Ha
* E_LUMO: 2.176 eV
* E_HOMO: -4.61 eV
* net charge: -1

Cartesian coordinates (Å):
C  -0.7634  0.8993  0.1918
C  -1.7187  1.0129  1.3735
Br  -3.2221  2.3086  0.8387
C  -1.0925  1.3563  2.6718
Br  0.0098  2.9831  2.5279
Al  -0.0060  -0.2653  3.4261
B  -0.3614  -0.3664  5.6044
N  0.4398  0.3510  6.5771
O  -1.2897  -1.2614  6.2002
H  -0.9951  0.0234  -0.4166
H  -0.8064  1.7752  -0.4527
H  0.2619  0.8069  0.5581
H  -2.2830  0.0928  1.5084
H  -1.8468  1.6362  3.4049
H  1.5504  -0.0902  3.1061
H  -0.5841  -1.6018  2.6584
H  0.3686  1.3584  6.5436
H  0.2458  0.0409  7.5273
H  -2.1587  -1.1258  5.8242
N  3.4021  -0.3693  0.9989
C  4.5848  -0.0689  0.4728
C  5.0317  -0.5611  -0.7469
C  4.1986  -1.4157  -1.4544
C  2.9702  -1.7430  -0.9048
C  2.6159  -1.2031  0.3265
H  5.2048  0.6099  1.0497
H  6.0034  -0.2764  -1.1296
H  4.4989  -1.8241  -2.4123
H  2.2913  -2.4080  -1.4247
H  1.6570  -1.4324  0.7824
N  6.9570  -4.9463  -0.1938
C  7.1170  -6.2203  -0.5431
C  6.1572  -6.9585  -1.2200
C  4.9620  -6.3397  -1.5523
C  4.7788  -5.0158  -1.1914
C  5.8022  -4.3647  -0.5154
H  8.0625  -6.6767  -0.2688
H  6.3477  -7.9918  -1.4784
H  4.1880  -6.8801  -2.0828
H  3.8669  -4.4845  -1.4287
H  5.6856  -3.3282  -0.2221
N  0.1809  8.2637  -0.2575
C  -1.0553  8.7526  -0.1888
C  -2.0576  8.1993  0.5940
C  -1.7621  7.0756  1.3500
C  -0.4802  6.5546  1.2913
C  0.4490  7.1828  0.4740
H  -1.2565  9.6315  -0.7929
H  -3.0452  8.6415  0.6044
H  -2.5141  6.6041  1.9696
H  -0.2177  5.6752  1.8635
H  1.4593  6.7952  0.4037
N  2.2623  -3.6897  -4.1213
C  2.0602  -2.7785  -5.0694
C  0.8900  -2.6921  -5.8096
C  -0.1248  -3.5992  -5.5512
C  0.0730  -4.5518  -4.5649
C  1.2795  -4.5537  -3.8801
H  2.8707  -2.0792  -5.2430
H  0.7803  -1.9251  -6.5643
H  -1.0548  -3.5606  -6.1036
H  -0.6913  -5.2770  -4.3209
H  1.4606  -5.2807  -3.0954
N  -7.3273  0.7434  -0.3022
C  -8.6423  0.5442  -0.2787
C  -9.5576  1.4871  0.1656
C  -9.0780  2.7085  0.6136
C  -7.7116  2.9270  0.5956
C  -6.8751  1.9188  0.1308
H  -8.9855  -0.4224  -0.6335
H  -10.6164  1.2643  0.1596
H  -9.7572  3.4724  0.9711
H  -7.2855  3.8602  0.9394
H  -5.8019  2.0723  0.1175

Forces on the atoms, in the same order (eV/Å):
0.06 -0.07 -0.14
0.22 -0.07 -0.04
0.06 0.02 0.02
-0.20 -0.01 -0.04
0.07 0.04 0.08
-0.03 0.01 0.37
-0.30 0.30 -0.25
-0.40 -0.41 0.40
0.33 0.22 0.49
-0.05 0.04 0.02
0.04 0.03 0.09
-0.05 -0.05 0.02
-0.08 0.09 0.01
-0.01 -0.06 -0.02
-0.02 0.06 -0.08
-0.12 0.14 -0.03
0.56 -0.02 -0.36
-0.11 0.16 0.01
0.02 -0.41 -0.46
0.18 -0.01 0.06
-0.04 -0.02 -0.13
-0.02 0.00 -0.02
-0.01 0.07 0.02
-0.09 -0.11 -0.05
0.02 0.10 -0.09
0.00 -0.01 0.01
0.00 -0.01 0.00
-0.01 -0.02 0.00
0.00 0.02 -0.01
0.03 0.02 0.08
0.01 -0.01 0.01
-0.03 -0.01 -0.03
0.00 0.00 0.00
0.01 0.00 0.01
-0.02 0.04 -0.01
0.02 -0.05 0.02
0.00 0.01 0.00
0.00 0.00 0.00
0.00 0.00 0.00
0.01 0.00 -0.02
0.00 -0.01 0.02
0.02 0.02 -0.02
-0.01 -0.03 0.02
0.00 0.00 0.00
0.00 0.00 -0.02
-0.03 0.03 0.04
-0.03 -0.01 0.03
0.01 0.00 0.00
0.00 0.00 0.00
0.00 -0.01 -0.01
0.02 0.00 -0.07
0.00 0.01 -0.01
0.08 0.00 0.09
-0.05 -0.01 -0.01
0.01 0.00 0.00
0.01 0.00 0.01
0.00 0.00 0.01
-0.03 0.02 -0.03
0.00 0.00 0.01
0.00 0.00 0.00
0.00 0.00 0.00
0.00 0.01 0.00
0.01 0.00 0.00
0.04 -0.03 -0.03
-0.03 0.03 0.01
0.01 0.00 0.00
0.00 -0.02 -0.01
0.03 0.02 0.02
-0.10 0.08 0.01
0.01 0.00 0.00
0.00 0.00 0.00
0.00 0.00 0.00
0.00 0.00 0.00
-0.05 -0.13 -0.03

---

Below is a molecular structure, C28H35AsBrIN2O2PdS2Sb, with properties calculated with wB97M-V/def2-TZVPD.

Summary:
* frontier orbital gap: 0.2443 Ha
* E_LUMO: -9.152 eV
* E_HOMO: -15.80 eV
* energy relative to the best compared isomer or geometry (same formula, charge and spin): 0.0 kcal/mol
* net charge: +3

Cartesian coordinates (Å):
Pd  0.3624  -1.8166  -1.1889
S  0.4945  1.5829  -0.6669
Sb  -1.0403  2.7071  0.8708
C  0.2092  4.3339  1.2475
C  0.6813  4.6627  2.5159
C  1.4743  5.7906  2.6613
C  1.7873  6.5723  1.5571
C  1.3065  6.2404  0.2961
C  0.5130  5.1175  0.1331
C  -1.4508  1.3471  2.3918
C  -2.3671  0.3433  2.0796
C  -2.6521  -0.6380  3.0156
C  -2.0255  -0.6128  4.2556
C  -1.1205  0.3936  4.5660
C  -0.8223  1.3780  3.6346
C  -2.7903  3.1340  -0.1747
C  -2.7744  3.4402  -1.5337
C  -3.9622  3.7988  -2.1527
C  -5.1410  3.8550  -1.4178
C  -5.1453  3.5543  -0.0618
C  -3.9664  3.1889  0.5720
H  0.4287  4.0821  3.3907
H  1.8391  6.0640  3.6419
H  2.4047  7.4518  1.6809
H  1.5434  6.8597  -0.5580
H  0.1353  4.8701  -0.8525
H  -2.8949  0.3485  1.1332
H  -3.3799  -1.4063  2.7882
H  -2.2546  -1.3724  4.9910
H  -0.6522  0.4198  5.5406
H  -0.1204  2.1552  3.8982
H  -1.8532  3.4332  -2.1039
H  -3.9662  4.0516  -3.2044
H  -6.0617  4.1470  -1.9048
H  -6.0636  3.6132  0.5065
H  -3.9767  2.9593  1.6316
O  2.1810  -1.1162  -1.6737
S  3.4783  -1.7328  -1.0529
C  4.7495  -0.5307  -1.5436
C  5.0208  0.3641  -0.3359
C  4.8312  -0.5192  0.8940
C  3.4940  -1.2248  0.6879
H  4.3576  -0.0258  -2.4257
H  5.6218  -1.1176  -1.8323
H  4.3170  1.1985  -0.3210
H  6.0254  0.7793  -0.3933
H  4.8252  0.0441  1.8260
H  5.6392  -1.2503  0.9660
H  2.6527  -0.5315  0.7716
H  3.3205  -2.0964  1.3155
I  -4.1538  -5.3930  0.8535
C  -3.1507  -3.7900  0.0427
C  -3.6772  -2.6039  -0.4213
N  -2.6487  -1.8477  -0.8458
N  -1.4770  -2.4940  -0.7008
C  -1.7719  -3.6727  -0.1549
H  -4.6943  -2.2518  -0.4798
H  -2.6896  -0.9528  -1.3071
H  -0.9826  -4.3496  0.1193
C  0.5511  -6.4124  -1.5441
As  1.2806  -4.7522  -2.1391
C  3.1303  -4.9975  -2.5429
C  0.3599  -4.1523  -3.7032
O  1.1101  -3.6281  -0.8434
H  0.8367  -7.1894  -2.2530
H  -0.5344  -6.3481  -1.4973
H  0.9606  -6.6487  -0.5632
H  3.2274  -5.8815  -3.1734
H  3.6799  -5.1485  -1.6159
H  3.5116  -4.1291  -3.0751
H  0.5316  -4.8674  -4.5080
H  0.7509  -3.1787  -3.9960
H  -0.7067  -4.0897  -3.4934
Br  -0.6559  0.4886  -2.2200

Forces on the atoms, in the same order (eV/Å):
-0.32 0.09 -0.58
0.07 0.25 -0.10
-0.05 0.04 -0.06
-0.04 -0.03 -0.06
-0.03 0.00 0.03
-0.01 0.01 0.00
0.00 -0.01 -0.01
0.01 0.01 0.02
0.00 0.00 -0.01
0.02 0.00 0.00
-0.10 0.02 0.04
0.00 0.02 0.00
0.00 0.00 0.00
-0.01 0.00 0.00
-0.01 -0.03 -0.01
0.04 -0.05 0.03
0.02 0.08 0.02
0.01 0.01 0.01
0.01 0.00 0.01
0.00 0.01 -0.02
-0.02 -0.05 -0.01
-0.01 -0.02 0.00
0.00 0.00 0.00
0.00 0.00 0.00
0.00 0.00 0.00
0.01 0.00 0.00
0.01 -0.01 -0.06
0.02 -0.01 0.01
-0.01 0.01 0.00
0.01 0.00 -0.01
0.04 -0.01 -0.02
0.02 -0.03 -0.01
0.00 -0.01 0.00
0.00 0.00 0.00
0.00 0.00 0.00
0.00 0.00 -0.01
-0.11 0.10 0.05
0.00 0.00 -0.01
-0.03 0.00 -0.01
0.00 0.00 -0.01
0.02 -0.01 0.00
0.00 0.01 -0.02
0.03 -0.01 -0.01
0.00 -0.02 0.03
-0.01 -0.01 0.01
0.00 0.01 -0.01
-0.01 0.02 -0.01
0.00 0.00 0.01
0.00 -0.01 0.02
0.02 -0.01 -0.01
0.01 0.03 -0.01
0.00 -0.03 0.01
0.03 0.03 -0.01
-0.05 -0.03 -0.14
0.04 -0.11 0.02
0.02 0.10 0.19
0.00 -0.01 -0.01
0.02 -0.03 0.04
0.02 -0.04 -0.03
0.01 0.01 0.01
0.00 -0.07 0.02
-0.01 0.00 0.00
0.01 0.02 0.02
-0.03 0.08 -0.04
-0.01 0.00 0.00
0.00 0.01 0.02
-0.01 0.01 0.00
-0.01 0.00 0.00
0.00 0.00 0.00
0.01 0.00 0.01
-0.01 -0.01 0.01
0.00 0.00 -0.01
0.00 0.01 0.00
0.34 -0.30 0.65

---

Below is a molecular structure, C28H35BF4OP2Yb, with properties calculated with wB97M-V/def2-TZVPD.

Summary:
* multiplicity: 2
* expectation value of S²: 0.75
* frontier orbital gap (spin up / spin down): 0.3118 / 0.2708 Ha
* E_LUMO (spin up / spin down): -2.907 / -4.008 eV
* E_HOMO (spin up / spin down): -11.39 / -11.38 eV
* energy relative to the best compared isomer or geometry (same formula, charge and spin): 8.3 kcal/mol
* net charge: +1

Cartesian coordinates (Å):
Yb  0.9375  -2.2737  0.1055
O  2.9198  -1.7591  0.5991
C  2.9571  -1.4696  -0.6327
C  3.7784  -0.2711  -0.9465
C  4.9880  -0.2609  -1.6153
C  5.6161  0.9554  -1.8551
C  5.0207  2.1457  -1.4698
C  3.7924  2.1332  -0.8197
C  3.1676  0.9260  -0.5407
P  1.5526  0.7937  0.2810
C  0.6627  2.3183  -0.0830
C  0.5637  2.7177  -1.4199
C  -0.1578  3.8475  -1.7596
C  -0.8056  4.5767  -0.7692
C  -0.7129  4.1853  0.5540
C  0.0304  3.0660  0.9034
C  1.9104  0.7794  2.0523
C  1.3477  -0.2321  2.8224
C  1.6420  -0.3790  4.1687
C  2.5201  0.5171  4.7625
C  3.0907  1.5372  4.0129
C  2.7948  1.6675  2.6672
H  5.4401  -1.1863  -1.9421
H  6.5702  0.9692  -2.3613
H  5.5056  3.0867  -1.6831
H  3.3208  3.0693  -0.5481
H  1.0776  2.1631  -2.1963
H  -0.2174  4.1586  -2.7926
H  -1.3724  5.4580  -1.0329
H  -1.2080  4.7606  1.3233
H  0.1140  2.7800  1.9428
H  0.6186  -0.9231  2.3778
H  1.1919  -1.1772  4.7408
H  2.7653  0.4167  5.8099
H  3.7788  2.2255  4.4818
H  3.2648  2.4524  2.0896
C  -2.8177  -3.7326  -1.0512
C  -3.2106  -2.3349  -0.5827
C  -4.3525  -1.7962  -1.4528
P  -1.7696  -1.1991  -0.3941
C  -2.2274  -0.0354  0.9614
C  -3.5556  0.7145  0.8337
C  -2.2214  -0.7792  2.3021
C  -1.4431  -0.2651  -1.9448
C  -1.1199  -1.2502  -3.0689
C  -2.4107  0.8132  -2.4293
H  -3.7039  -4.3638  -1.0710
H  -2.0862  -4.2014  -0.3957
H  -2.4034  -3.7187  -2.0588
H  -3.5708  -2.4249  0.4511
H  -4.0612  -1.7928  -2.5021
H  -4.6634  -0.7893  -1.1895
H  -5.2187  -2.4502  -1.3634
H  -1.4121  0.7033  0.9630
H  -4.3921  0.0201  0.9037
H  -3.6530  1.2718  -0.0941
H  -3.6580  1.4208  1.6577
H  -3.1780  -1.2742  2.4729
H  -2.0673  -0.0797  3.1220
H  -1.4573  -1.5590  2.3731
H  -0.5078  0.2511  -1.6855
H  -2.0145  -1.7560  -3.4325
H  -0.4156  -2.0439  -2.7786
H  -0.6778  -0.7155  -3.9082
H  -3.4130  0.4315  -2.6055
H  -2.0408  1.2142  -3.3725
H  -2.4717  1.6467  -1.7341
F  2.0711  -4.4751  0.6392
B  0.7600  -4.8746  0.3911
F  0.4197  -6.1409  0.4558
F  0.4876  -4.2306  -0.9195
F  -0.0096  -3.9787  1.2813

Forces on the atoms, in the same order (eV/Å):
-0.44 -0.05 -0.32
0.82 0.09 0.03
-0.32 0.54 0.50
0.06 -0.31 -0.23
0.05 0.13 -0.02
-0.01 -0.12 -0.04
-0.11 0.01 0.08
0.20 0.07 -0.12
-0.02 0.03 -0.05
-0.44 -0.61 0.01
0.24 0.24 -0.17
0.02 0.03 0.05
-0.06 -0.02 0.07
-0.01 0.05 -0.13
-0.01 0.01 0.10
-0.09 -0.05 -0.02
0.18 0.13 0.27
-0.25 -0.18 -0.07
0.06 0.16 -0.04
-0.07 -0.11 -0.01
-0.01 -0.02 0.03
-0.07 -0.07 -0.12
0.03 -0.05 0.00
0.05 0.01 -0.03
0.03 0.05 0.00
-0.03 0.00 0.03
0.01 -0.06 -0.01
0.00 0.02 -0.05
-0.03 0.04 -0.01
-0.01 0.03 0.04
0.02 -0.03 0.07
0.10 0.17 0.08
0.00 -0.03 0.04
0.01 -0.01 0.05
0.03 0.04 0.01
0.01 0.03 -0.04
0.15 -0.03 0.00
-0.26 0.09 0.07
0.10 0.00 0.01
0.29 -0.24 0.16
-0.01 0.25 0.02
0.00 -0.02 -0.11
0.05 -0.18 0.01
0.12 0.22 -0.06
0.08 -0.26 -0.02
-0.03 0.00 0.07
-0.05 -0.07 0.00
-0.01 0.00 0.05
0.02 0.01 -0.06
0.00 0.03 -0.06
0.00 0.00 -0.06
-0.02 0.03 0.07
-0.04 -0.05 0.03
-0.06 -0.13 -0.04
-0.05 -0.03 0.00
0.02 0.01 0.01
0.03 0.02 0.05
-0.03 -0.01 -0.02
0.00 0.04 0.05
0.03 0.05 0.00
-0.06 -0.04 -0.04
-0.03 0.04 -0.01
-0.04 0.14 0.02
0.02 0.01 -0.05
-0.02 -0.02 -0.02
0.03 0.03 -0.08
0.02 0.04 0.05
0.12 -0.06 0.06
-0.01 0.16 -0.14
-0.04 -0.24 0.04
-0.15 0.02 0.05
-0.09 0.02 -0.02